{
  "formula": "C16H27ClF3NO9S",
  "method": "ωB97M-V/def2-TZVPD",
  "symbols": ["C", "C", "O", "C", "N", "C", "C", "O", "C", "O", "C", "O", "O", "C", "C", "C", "C", "C", "S", "O", "O", "Cl", "H", "H", "H", "H", "H", "H", "H", "H", "H", "H", "H", "H", "H", "H", "H", "H", "H", "H", "H", "H", "H", "H", "C", "C", "O", "C", "O", "C", "F", "F", "F", "H", "H", "H", "H", "H"],
  "xyz": [[0.8319, -2.4810, 1.9127], [1.9672, -1.8093, 2.8291], [2.0463, -2.5304, 4.0881], [3.3759, -1.9058, 2.0112], [3.0623, -1.5666, 0.5858], [3.7289, -0.3055, 0.1332], [2.7155, 0.9264, -0.0651], [1.7125, 1.0408, 0.9907], [1.9081, 2.2213, 1.7773], [1.9085, 3.5273, 1.1344], [2.1625, 4.3946, 2.2773], [2.9692, 5.3345, 2.3641], [1.2801, 3.8525, 3.2908], [1.2007, 2.3710, 3.2046], [-0.3745, 2.1299, 3.3615], [-0.9026, 0.7070, 2.8218], [-2.0655, 0.9788, 1.7208], [-3.0163, -0.3475, 1.7716], [-3.7121, -0.6780, 0.0549], [-2.5876, -1.2097, -0.8242], [-4.3470, 0.5677, -0.5099], [-5.1831, -2.1464, 0.1339], [1.2398, -3.4487, 1.4359], [0.4867, -1.7600, 1.0808], [-0.1130, -2.6741, 2.5540], [1.8133, -0.6977, 3.0491], [1.1262, -2.7976, 4.3330], [4.1213, -1.2026, 2.5167], [3.7791, -2.9721, 2.1363], [3.4466, -2.3663, 0.0437], [4.5882, 0.0400, 0.8194], [4.2322, -0.5500, -0.8812], [3.3065, 1.8849, -0.2532], [2.1293, 0.7095, -1.0407], [3.0279, 2.1255, 2.0826], [1.8725, 2.0867, 4.1021], [-1.0297, 2.9570, 2.9128], [-0.5975, 2.1498, 4.4990], [-0.0902, -0.0034, 2.4531], [-1.4363, 0.1539, 3.6912], [-1.6509, 1.1753, 0.6748], [-2.6832, 1.8954, 2.0139], [-2.3294, -1.2042, 2.0917], [-3.8445, -0.2734, 2.5571], [-2.4288, -0.4270, -3.5112], [-3.2246, -0.9463, -4.6922], [-2.7578, -0.3633, -5.9215], [-1.6476, -0.9151, -6.4523], [-1.0462, -1.8376, -5.9644], [-1.2942, -0.2337, -7.7727], [-1.3548, 1.1130, -7.6928], [-2.1359, -0.5958, -8.7655], [-0.0516, -0.5328, -8.1967], [-2.4488, 0.6661, -3.4863], [-2.8355, -0.8110, -2.5689], [-1.3793, -0.7247, -3.5802], [-4.2716, -0.6532, -4.5840], [-3.1992, -2.0381, -4.7478]],
  "nbo_charge": [-0.661, 0.099, -0.737, -0.242, -0.646, -0.246, -0.094, -0.530, 0.357, -0.535, 0.989, -0.519, -0.538, 0.067, -0.436, -0.428, -0.407, -0.600, 1.939, -0.885, -0.869, -0.181, 0.228, 0.243, 0.187, 0.156, 0.470, 0.191, 0.205, 0.374, 0.179, 0.211, 0.207, 0.201, 0.130, 0.230, 0.240, 0.230, 0.252, 0.198, 0.249, 0.223, 0.260, 0.259, -0.657, -0.078, -0.480, 0.687, -0.535, 0.898, -0.310, -0.311, -0.305, 0.208, 0.260, 0.213, 0.195, 0.195],
  "homo_lumo_gap_ha": 0.3210,
  "e_homo_ev": -9.6,
  "total_charge": 0,
  "relative_energy_kj_mol": 414.56,
  "e_lumo_ev": -0.84,
  "multiplicity": 1,
  "smiles": "C[C@@H](O)CNCCO[C@H]1OC(=O)O[C@H]1CCCCS(=O)(=O)Cl.CCOC(=O)C(F)(F)F",
  "energy_ha": -2515.5747
}

=====

{
  "formula": "C16H27F16N2O4PSi2",
  "method": "ωB97M-V/def2-TZVPD",
  "symbols": ["C", "C", "N", "C", "C", "Si", "O", "Si", "P", "N", "C", "C", "O", "H", "H", "H", "H", "H", "H", "H", "H", "H", "H", "H", "H", "H", "H", "H", "H", "H", "H", "H", "C", "C", "C", "F", "F", "F", "F", "O", "C", "C", "F", "F", "F", "F", "H", "H", "H", "H", "C", "C", "C", "F", "F", "F", "F", "O", "C", "C", "F", "F", "F", "F", "H", "H", "H", "H"],
  "xyz": [[1.0615, 3.9997, 1.0918], [1.8417, 2.6803, 1.1537], [1.2153, 1.6096, 0.3697], [1.7888, 0.2828, 0.5945], [1.7107, -0.2451, 2.0394], [1.7704, -2.1089, 2.0499], [2.2396, -2.7576, 3.5198], [1.8261, -2.1674, 5.0012], [-0.2098, -2.9212, 5.6582], [-1.3634, -1.8765, 5.3602], [-0.2093, 1.5801, 0.4200], [-0.8758, 1.2606, -0.8940], [-0.8362, 1.8273, 1.4185], [0.5950, 4.1410, 0.1147], [0.2882, 3.9980, 1.8657], [1.7349, 4.8316, 1.3175], [1.9880, 2.4062, 2.2061], [2.8354, 2.8333, 0.7142], [2.8297, 0.2959, 0.2475], [1.2629, -0.4077, -0.0845], [0.7999, 0.1126, 2.5352], [2.5488, 0.1527, 2.6299], [2.7596, -2.5383, 1.0490], [0.4478, -2.6247, 1.6664], [1.7515, -0.6989, 5.0581], [2.8242, -2.6386, 5.9883], [-0.3928, -4.1702, 5.0174], [-0.0248, -3.2764, 7.0120], [-1.8426, -1.6067, 6.2111], [-1.0104, 2.1947, -1.4476], [-1.8516, 0.8086, -0.7094], [-0.2567, 0.5946, -1.5018], [-3.7125, 6.2316, -0.8377], [-4.3684, 6.2586, -2.2279], [-3.9445, 5.1986, -3.2518], [-2.6465, 5.3372, -3.5827], [-4.6829, 5.3638, -4.3707], [-4.2589, 7.4858, -2.7730], [-5.6940, 6.0099, -2.0088], [-2.6703, 7.1582, -0.5985], [-1.3531, 6.8650, -0.7953], [-0.7071, 7.8444, -1.7825], [-1.3054, 7.7525, -2.9839], [0.5959, 7.5167, -1.9245], [-1.1585, 5.5908, -1.1735], [-0.7169, 7.0307, 0.3875], [-4.5057, 6.5500, -0.1633], [-3.4316, 5.2184, -0.5489], [-4.1165, 4.1927, -2.8599], [-0.7918, 8.8654, -1.4075], [2.4255, -6.8064, -1.1928], [1.7620, -5.4233, -1.0651], [0.3748, -5.3645, -0.4206], [-0.5148, -6.0413, -1.1708], [-0.0408, -4.0821, -0.3403], [1.7364, -4.8036, -2.2612], [2.5874, -4.7093, -0.2422], [2.3604, -7.4405, -2.4553], [1.3829, -8.3296, -2.7945], [0.6182, -7.8635, -4.0412], [0.0051, -6.6902, -3.7996], [-0.3210, -8.7856, -4.3420], [0.5514, -8.5982, -1.7771], [1.9881, -9.4923, -3.1323], [3.4862, -6.6027, -1.0566], [2.1175, -7.4712, -0.3855], [0.3971, -5.7879, 0.5876], [1.3058, -7.7500, -4.8807]],
  "nbo_charge": [-0.623, -0.212, -0.513, -0.202, -0.944, 1.450, -1.227, 1.143, 0.862, -1.313, 0.724, -0.716, -0.564, 0.210, 0.226, 0.216, 0.180, 0.194, 0.208, 0.197, 0.267, 0.236, -0.204, -0.202, -0.172, -0.187, -0.063, -0.045, 0.372, 0.240, 0.230, 0.228, -0.134, 0.596, 0.521, -0.322, -0.319, -0.308, -0.330, -0.509, 0.852, 0.505, -0.317, -0.322, -0.320, -0.323, 0.230, 0.212, 0.140, 0.150, -0.132, 0.596, 0.521, -0.320, -0.320, -0.308, -0.330, -0.510, 0.850, 0.505, -0.318, -0.321, -0.316, -0.324, 0.229, 0.209, 0.140, 0.150],
  "homo_lumo_gap_ha": 0.3249,
  "e_homo_ev": -8.4,
  "total_charge": 0,
  "e_lumo_ev": 0.43,
  "multiplicity": 1,
  "energy_ha": -3554.5605
}

=====

{
  "formula": "C16H27F3IN6O6P",
  "method": "ωB97M-V/def2-TZVPD",
  "symbols": ["C", "C", "P", "C", "C", "C", "N", "C", "C", "N", "C", "C", "N", "C", "C", "C", "I", "C", "F", "F", "F", "H", "H", "H", "H", "H", "H", "H", "H", "H", "H", "H", "H", "H", "H", "H", "H", "H", "H", "C", "N", "O", "O", "H", "H", "H", "C", "N", "O", "O", "H", "H", "H", "C", "N", "O", "O", "H", "H", "H"],
  "xyz": [[-0.6209, -3.3581, 3.0663], [-1.6686, -2.3930, 3.6578], [-3.0545, -1.7909, 2.5894], [-2.9536, -2.8639, 1.1031], [-2.7331, 0.0269, 1.9724], [-3.8795, 0.6826, 2.6274], [-4.7607, 1.1989, 3.1459], [-3.1318, 0.2229, 0.4675], [-2.1696, -0.1036, -0.6423], [-2.3815, -0.9445, -1.5674], [-1.4332, 0.7999, 2.4384], [-1.3439, 2.0240, 1.6124], [-1.2876, 2.9436, 0.9313], [-0.0321, 0.1330, 2.3086], [0.2493, -0.7629, 1.1066], [1.5359, -1.5725, 1.3183], [3.1824, -0.6793, 0.2565], [-1.5501, 1.3377, 3.9103], [-0.3174, 1.6031, 4.4074], [-2.2571, 2.4699, 3.9992], [-2.1123, 0.4134, 4.7130], [-0.5767, -3.3736, 1.9843], [0.3706, -3.0792, 3.4172], [-0.7821, -4.3719, 3.4202], [-2.2007, -2.9359, 4.4365], [-1.1774, -1.5851, 4.1825], [-2.0226, -2.8349, 0.5477], [-3.8131, -2.6471, 0.4790], [-3.0880, -3.8775, 1.4794], [-3.4673, 1.2503, 0.3343], [-4.0230, -0.3893, 0.3251], [-1.2488, 0.4612, -0.7222], [-3.2796, -1.4133, -1.4376], [0.2478, -0.3934, 3.2162], [0.6863, 0.9475, 2.2422], [0.4316, -0.1175, 0.2534], [-0.5745, -1.4073, 0.8203], [1.8681, -1.5692, 2.3478], [1.4612, -2.5773, 0.9261], [2.5409, 2.3472, -2.8734], [1.4568, 1.3673, -2.5898], [1.3372, 0.4112, -3.3275], [0.7635, 1.5923, -1.6207], [3.0758, 2.0211, -3.7567], [2.0695, 3.3102, -3.0206], [3.1878, 2.3723, -2.0025], [2.2998, -2.9533, -3.0477], [1.6727, -3.7243, -1.9400], [2.3245, -3.9035, -0.9302], [0.5363, -4.1067, -2.1101], [3.3013, -2.6764, -2.7421], [2.3098, -3.5962, -3.9224], [1.6805, -2.0769, -3.2201], [3.2986, 6.2793, -5.1138], [4.0297, 5.0478, -4.7070], [4.0242, 4.7454, -3.5299], [4.5804, 4.4200, -5.5829], [2.8615, 6.7251, -4.2289], [4.0199, 6.9431, -5.5796], [2.5379, 5.9810, -5.8285]],
  "nbo_charge": [-0.620, -0.733, 0.851, -0.951, -0.374, 0.263, -0.288, -0.493, 0.126, -0.576, -0.228, 0.287, -0.280, -0.384, -0.471, -0.481, 0.045, 1.003, -0.321, -0.296, -0.317, 0.208, 0.212, 0.221, 0.244, 0.242, 0.229, 0.236, 0.251, 0.257, 0.228, 0.194, 0.317, 0.221, 0.243, 0.245, 0.222, 0.216, 0.244, -0.481, 0.543, -0.387, -0.386, 0.232, 0.238, 0.244, -0.492, 0.539, -0.396, -0.373, 0.231, 0.232, 0.259, -0.486, 0.536, -0.389, -0.367, 0.234, 0.239, 0.238],
  "homo_lumo_gap_ha": 0.3181,
  "e_homo_ev": -8.9,
  "total_charge": 0,
  "e_lumo_ev": -0.21,
  "multiplicity": 1,
  "smiles": "[H]/N=C\\C[C@@](C#N)(P(C)CC)[C@](C#N)(CCCI)C(F)(F)F.C[N+](=O)[O-].C[N+](=O)[O-].C[N+](=O)[O-]",
  "energy_ha": -2344.1405
}

=====

{
  "formula": "C16H27N3O3",
  "method": "ωB97M-V/def2-TZVPD",
  "symbols": ["O", "O", "O", "C", "C", "C", "C", "C", "C", "N", "N", "N", "C", "C", "C", "C", "C", "C", "C", "C", "C", "C", "H", "H", "H", "H", "H", "H", "H", "H", "H", "H", "H", "H", "H", "H", "H", "H", "H", "H", "H", "H", "H", "H", "H", "H", "H", "H", "H"],
  "xyz": [[-3.7472, -1.2543, 4.5931], [1.8741, -0.2357, 2.5847], [-3.3352, 0.9244, 4.2319], [-3.0433, -0.2848, 4.7501], [0.7243, -0.5959, 2.3966], [1.9424, 1.4178, -4.4302], [0.9650, -0.7859, -5.1611], [2.1431, 0.9420, -3.2734], [1.2563, -1.2745, -3.9300], [-0.0799, 1.2228, -5.7899], [-0.0346, -2.0756, 0.6554], [-1.3738, -0.4965, 0.7714], [-1.9166, 0.9089, 0.9069], [1.2124, 0.6577, -5.4555], [1.2018, 1.3490, 0.0289], [-1.6575, -0.4719, 5.3516], [-0.1321, -1.2045, 3.5174], [1.7522, -0.4418, -2.7443], [-0.4984, -0.0467, 4.4803], [0.5453, -0.2920, -1.7339], [0.9265, -0.1110, -0.2457], [0.0326, -0.7046, 0.9429], [-2.7232, 1.5260, 4.6603], [2.2040, 2.4168, -4.6550], [0.4394, -1.4005, -5.7607], [2.6203, 1.6541, -2.4654], [0.8897, -2.2998, -3.8228], [-0.7442, 1.5035, -4.9555], [0.1855, 2.0945, -6.3400], [0.8427, -2.5368, 0.7247], [-0.5374, -2.2466, -0.1386], [-1.6995, -1.0466, 1.6455], [-3.0182, 0.8474, 1.1169], [-1.6136, 1.4115, 0.0313], [-1.4957, 1.4720, 1.6904], [1.7357, 0.6163, -6.4042], [1.1125, 1.4798, 1.1011], [2.2955, 1.5488, -0.1872], [0.6328, 2.1407, -0.4150], [-1.5848, 0.1812, 6.2170], [-1.5811, -1.5430, 5.6558], [0.4416, -1.9797, 4.0696], [-1.0631, -1.5969, 3.1463], [2.6839, -0.8442, -2.3767], [-0.8016, 0.8374, 3.9067], [0.4141, 0.1658, 5.0152], [0.0491, -1.2562, -1.8387], [-0.2574, 0.4221, -1.9970], [1.8155, -0.7146, -0.0713]],
  "nbo_charge": [-0.558, -0.538, -0.659, 0.777, 0.611, -0.219, -0.162, -0.142, -0.182, -0.829, -0.842, -0.619, -0.421, -0.143, -0.632, -0.531, -0.512, -0.308, -0.386, -0.376, -0.221, 0.180, 0.479, 0.204, 0.205, 0.199, 0.199, 0.368, 0.355, 0.356, 0.384, 0.361, 0.218, 0.195, 0.163, 0.199, 0.209, 0.213, 0.208, 0.224, 0.247, 0.242, 0.213, 0.228, 0.195, 0.228, 0.204, 0.214, 0.204],
  "homo_lumo_gap_ha": 0.3388,
  "e_homo_ev": -8.8,
  "total_charge": 0,
  "relative_energy_kj_mol": 634.13,
  "e_lumo_ev": 0.38,
  "multiplicity": 1,
  "smiles": "CN[C@](N)(C(=O)CCCC(=O)O)[C@H](C)C[C@H]1C=C[C@@H](N)C=C1",
  "energy_ha": -1015.7190
}